C5H12O4 | ωB97M-V/def2-TZVPD

Results
- E_tot (eV) = -13566.4463
- SMILES = O=CCCCC=O.O.O
- strongest force on any atom (Eh/bohr) = 0.1082
- gap between HOMO and LUMO (eV) = 10.2
- relative energy (zero: lowest compared OMol25 entry of this formula, charge and spin) (kcal/mol) = 85.3

Structure (XYZ):
```
21
Properties=species:S:1:pos:R:3:forces:R:3:nbo_charge:R:1
O -0.088743 -0.397602 2.405434 0.41 0.68 2.02 -0.57
C 0.374245 -0.006329 1.371089 -1.04 -1.29 0.81 0.43
C -0.289994 -0.534844 0.186515 -0.31 -2.90 -1.50 -0.53
C 0.075046 0.051684 -1.202408 -2.43 1.88 1.00 -0.42
C -0.246035 1.635199 -1.150780 -0.11 -0.80 0.49 -0.52
C -1.726685 1.973965 -1.555679 0.00 -1.84 0.72 0.44
O -2.653124 1.184748 -1.642157 1.56 0.56 0.32 -0.52
H 1.222834 0.617928 1.474937 1.28 0.99 -0.87 0.14
H -0.097913 -1.700587 0.183243 0.30 2.08 0.04 0.26
H -1.422085 -0.651409 0.469367 1.83 1.12 -1.04 0.27
H 1.075224 0.013288 -1.648649 -0.17 -0.88 0.75 0.23
H -0.698837 -0.465816 -1.796017 0.68 0.63 -0.64 0.24
H 0.205120 2.157959 -0.190816 -1.48 -1.04 -1.61 0.23
H 0.343062 2.101045 -1.926469 0.18 0.31 -0.49 0.22
H -1.917092 2.977365 -1.870368 0.07 1.26 -0.14 0.11
O -1.896466 -2.124289 2.990925 1.54 2.09 0.12 -1.01
H -1.253644 -1.248346 3.321899 -2.71 -4.09 -2.62 0.53
H -1.841744 -2.332243 1.993360 0.43 1.21 2.63 0.46
O 3.340150 -1.076876 -0.122877 0.86 2.39 -1.10 -0.92
H 3.802653 -0.377891 -0.678366 -1.04 -0.56 1.38 0.46
H 3.694028 -1.796950 -0.612185 0.16 -1.79 -0.27 0.47
```
Positions in Å, forces in eV/Å.

***

C28H68N9O9 | ωB97M-V/def2-TZVPD

Results
- E_tot (eV) = -61960.5198
- net charge = +1
- strongest force on any atom (Eh/bohr) = 0.2457
- gap between HOMO and LUMO (eV) = 7.6
- relative energy (zero: lowest compared OMol25 entry of this formula, charge and spin) (kcal/mol) = 74.5

Structure (XYZ):
```
114
Properties=species:S:1:pos:R:3:forces:R:3:mulliken_charge:R:1
C 1.075682 -0.226952 -1.207709 1.33 -0.76 -0.96 -0.43
C -0.322309 -0.409827 -0.734101 0.47 -1.13 2.17 0.02
C -0.607523 -1.511642 0.291209 7.53 -0.25 -0.25 -0.67
O -0.452580 -2.804939 -0.192083 0.59 0.63 -3.88 -0.59
C -0.458156 -3.827831 0.701902 12.32 0.41 -1.31 -1.19
N -0.909851 0.886734 -0.297646 -2.55 -0.10 -4.25 2.13
H -0.353270 1.368735 0.327862 1.35 0.64 2.24 -0.85
H -0.923940 1.643315 -1.179253 -0.26 -2.10 1.53 0.17
H -1.902420 0.668660 0.047560 1.39 0.75 -0.40 0.05
H 1.926647 -0.146393 -0.476257 -1.17 0.40 -0.43 -0.06
H 0.911058 0.641311 -1.896222 1.30 -0.64 0.28 0.07
H 1.337676 -1.160062 -1.811293 -0.36 1.39 0.56 -0.02
H -0.759611 -0.821062 -1.561240 -2.15 0.00 -2.55 0.50
H -1.406709 -1.556507 0.816722 -6.10 1.08 3.30 1.39
H 0.230572 -1.456212 1.021692 -0.41 0.61 0.27 -0.38
H -1.284797 -3.995315 0.982304 -11.53 -1.94 4.78 0.92
H 0.334897 -3.741130 1.577876 -1.61 0.25 -1.49 0.03
H -0.180578 -4.765414 0.211685 0.35 0.25 -0.45 0.36
C -3.373081 2.569551 -4.650195 1.50 2.26 0.10 -1.23
C -3.950472 2.351342 -3.286202 -1.77 0.62 -1.08 0.51
O -3.499246 1.635232 -2.455168 2.10 -1.76 2.30 -0.58
N -5.160223 2.960714 -2.985280 2.18 0.73 -1.68 -0.13
C -5.601645 3.065616 -1.669905 -1.15 1.40 3.76 -0.54
H -4.068557 2.064281 -5.284634 -0.80 0.62 -1.10 0.51
H -2.365663 2.142165 -4.994338 -1.35 0.46 1.54 0.08
H -3.299413 3.757305 -4.636808 -0.41 -2.43 -1.14 0.30
H -5.712304 3.424394 -3.668593 0.16 0.46 -0.64 0.28
H -4.848151 3.588349 -0.678829 -1.80 -1.06 -3.42 0.03
H -5.667779 2.019592 -1.303786 -0.90 0.80 0.36 0.17
H -6.599343 3.746208 -1.754836 2.26 -2.11 0.92 0.36
C -0.057930 1.012684 3.427539 -1.99 3.94 3.42 -0.60
C 0.773568 1.422953 2.284968 3.70 -6.78 1.70 0.83
O 1.741769 0.596472 2.017418 -2.67 3.45 -0.14 -0.51
N 0.503847 2.512270 1.656292 -4.74 3.29 1.14 -0.35
C 1.309584 3.089408 0.667997 3.67 -1.00 0.71 -0.13
H -0.535023 0.096576 3.554811 -1.05 -2.01 -1.43 -0.11
H -1.002760 1.903727 3.664001 2.92 -2.52 -0.30 0.13
H 0.589772 0.809361 4.357629 -0.54 1.36 -1.20 0.31
H -0.393560 3.089698 2.008547 3.01 -1.83 -0.88 0.30
H 1.794851 2.170056 0.079584 -0.34 2.28 1.35 -0.22
H 2.078463 3.804502 1.323928 -1.64 -1.50 -2.78 0.24
H 0.591639 3.486556 0.013116 -0.11 1.71 -1.24 0.07
C -0.319448 -4.329673 5.228570 -1.44 6.04 2.00 -1.41
C -1.218174 -3.207492 4.585080 -0.35 -5.21 1.76 0.65
O -0.653892 -2.351873 3.993094 0.07 3.07 -1.63 -0.40
N -2.567447 -3.433663 4.703524 0.73 1.78 -0.88 -0.19
C -3.507837 -2.518169 4.118771 1.60 -2.03 -4.48 -0.64
H 0.639998 -3.992080 4.954617 1.40 -0.03 0.22 0.24
H -0.509852 -5.244755 4.940287 -1.16 -4.70 -1.59 0.49
H -0.567226 -4.193056 6.298054 0.76 -0.46 -0.20 0.39
H -2.997877 -4.122411 5.239924 0.29 -1.54 1.03 0.22
H -4.394261 -2.518985 4.671043 -1.54 0.07 0.35 0.44
H -3.585847 -2.807343 2.878335 -0.48 0.98 3.58 0.09
H -2.992893 -1.614630 4.147028 0.20 2.09 -0.19 0.14
C 3.045387 -2.140072 3.113748 -4.38 -0.49 0.32 -0.80
C 3.192634 -3.663445 3.100590 1.67 2.79 -1.17 0.47
O 3.445861 -4.149212 4.161019 -0.10 -2.55 1.72 -0.66
N 3.305265 -4.233248 1.868480 0.72 -3.46 5.16 0.20
C 3.630413 -5.643375 1.666133 -3.94 1.29 4.39 -1.34
H 3.078185 -1.694775 4.092802 -0.20 -0.86 1.12 0.45
H 1.917408 -1.913657 2.837128 2.57 0.21 -0.43 -0.13
H 3.860376 -1.611521 2.742566 0.93 0.82 -2.24 0.53
H 3.125918 -3.760414 1.105481 -1.11 3.36 -4.47 0.30
H 3.058325 -5.996198 0.911174 -2.24 -0.96 -2.67 0.48
H 3.154160 -6.183477 2.575781 2.03 0.46 -1.22 0.32
H 4.558372 -5.752763 1.306498 3.98 -0.87 -0.06 0.40
C 2.487472 -4.658023 -1.896271 -2.54 -1.23 0.29 -1.04
C 3.038956 -3.258467 -1.646272 1.10 -3.81 0.91 0.79
O 3.222347 -2.920901 -0.495985 -0.58 1.63 0.45 -0.76
N 3.558050 -2.656900 -2.700324 -0.43 0.25 -1.60 -0.01
C 3.923543 -1.308557 -2.703614 2.69 3.60 -3.01 -0.90
H 1.329625 -4.617260 -1.597415 2.60 -0.33 0.14 -0.01
H 3.054382 -5.610612 -1.489140 -1.15 2.42 -0.34 0.19
H 2.325600 -4.832348 -2.945296 0.44 -0.13 -0.76 0.44
H 3.689240 -3.117688 -3.612612 -0.66 0.12 1.15 0.32
H 4.859929 -1.221776 -3.384072 -1.03 -0.10 1.33 0.32
H 4.125677 -0.678743 -1.842174 0.05 -1.20 0.78 0.16
H 3.289236 -0.567566 -3.247558 -0.50 -1.08 0.15 0.29
C 5.100429 1.397328 -0.035583 -0.24 1.12 0.46 -0.96
C 4.197762 2.276852 -1.036001 -0.44 -5.36 -3.33 0.67
O 3.610515 1.639739 -2.030680 2.00 3.03 3.94 -0.61
N 4.186982 3.594316 -0.870354 0.47 -1.89 0.08 -0.15
C 3.575028 4.387399 -1.960006 -2.30 -3.46 4.62 -0.96
H 5.508437 1.959829 0.883462 -0.24 -0.58 -1.66 0.35
H 5.845153 0.720095 -0.511744 -0.06 1.37 -0.24 0.33
H 4.529400 0.616132 0.417836 -1.27 -0.25 0.34 0.10
H 4.783704 3.693084 -0.026792 -0.68 2.01 -1.18 0.28
H 2.520922 4.155006 -2.045490 -0.21 -0.30 0.14 0.00
H 3.979951 4.323336 -2.841284 2.73 -1.28 -4.77 0.50
H 3.664491 5.314935 -1.700482 0.29 5.73 1.67 0.60
C -4.642995 -1.180952 -0.883506 0.07 -3.38 0.76 -1.19
C -4.109089 -0.421351 0.358538 -3.04 -5.80 -2.19 0.71
O -4.174291 -0.898347 1.443601 -0.45 -1.39 2.97 -0.60
N -3.636707 0.712892 0.157286 3.15 8.30 -1.26 0.24
C -3.438909 1.631198 1.337239 1.11 3.19 -2.93 -0.68
H -5.704663 -0.971912 -1.100101 0.64 0.71 -0.24 0.39
H -4.806964 -2.316524 -0.486090 0.92 2.55 -1.05 0.31
H -3.952713 -1.190542 -1.791021 -1.13 0.22 1.15 0.25
H -3.522299 1.118824 -0.825196 -0.86 -0.52 1.54 0.17
H -4.362329 2.039911 1.744481 -0.08 -0.77 0.28 0.45
H -2.960160 2.661132 0.871856 -0.95 -2.42 0.84 -0.10
H -2.700009 1.319902 2.056145 -0.21 -0.63 0.39 0.19
C 0.317125 3.774745 -4.411839 -0.63 5.32 1.09 -1.44
C -0.392462 3.579974 -3.081445 1.22 -2.11 -0.78 0.65
O -0.546183 2.433972 -2.686889 -0.52 -1.71 0.34 -0.69
N -0.845827 4.561175 -2.379177 -2.82 3.97 2.42 -0.09
C -1.820504 4.637542 -1.214359 -2.02 1.17 -1.40 0.26
H 1.380945 4.018180 -4.344403 -0.13 -0.10 0.33 0.27
H -0.174904 4.654253 -5.011326 0.82 -1.87 0.93 0.34
H 0.209808 2.868313 -4.815395 -0.29 -3.27 -2.21 0.40
H -0.365622 5.405616 -2.419960 0.70 1.73 -0.95 0.26
H -1.462099 3.874409 -0.620526 0.49 -1.12 2.38 -0.59
H -2.920465 4.312588 -1.420551 2.00 0.54 -0.47 -0.10
H -1.976193 5.717598 -0.709502 1.20 -2.57 -1.36 0.32
```
Positions in Å, forces in eV/Å.

***

C3H3Br2ClN3 | ωB97M-V/def2-TZVPD

Results
- E_tot (eV) = -160226.3545
- SMILES = Cl/N=C(Br)/N=C\[NH+]=C\Br
- net charge = +1
- strongest force on any atom (Eh/bohr) = 0.0754
- gap between HOMO and LUMO (spin up / spin down) (eV) = 6.9 / 6.9
- relative energy (zero: lowest compared OMol25 entry of this formula, charge and spin) (kcal/mol) = 40.9

Structure (XYZ):
```
12
Properties=species:S:1:pos:R:3:forces:R:3:nbo_charge:R:1
Cl 2.683863 -1.962509 -1.058446 -0.14 0.32 0.49 0.23
N 1.459534 -0.892908 -0.598756 0.12 1.12 1.14 -0.48
C 1.712203 0.156716 0.129759 1.82 -0.84 -1.79 0.30
Br 3.455102 0.766888 0.788884 -1.28 -0.87 -0.27 0.12
N 0.868469 1.235790 0.002362 -2.13 -0.65 0.65 -0.36
C -0.406542 1.274935 -0.072513 2.52 2.79 -0.94 0.26
N -1.476621 0.393879 0.000556 -2.01 -0.12 1.52 -0.52
C -1.440165 -0.871178 0.356003 -2.36 -0.53 -1.80 0.16
Br -3.035614 -1.812135 0.567072 0.65 0.67 0.23 0.29
H -0.767852 2.290472 -0.291976 -0.11 -0.46 0.12 0.22
H -2.410436 1.011271 0.001918 2.16 -2.43 0.14 0.48
H -0.641945 -1.591224 0.175134 0.77 1.00 0.51 0.30
```
Positions in Å, forces in eV/Å.